Molecular formula: C27H44CaF2O19
Method: DFT, ωB97M-V/def2-TZVPD

Values from the calculation:
- Energy: -3362.25090 Eh
- Kohn-Sham gap: 9.7532 eV
- LUMO: 0.0037 Eh

Structure (XYZ):
```
93
Properties=species:S:1:pos:R:3:forces:R:3:mulliken_charge:R:1
Ca 0.248831 -0.730441 0.192007 0.87 -0.29 -0.41 2.018
F -0.515369 1.332339 0.053887 0.00 -0.22 0.11 -0.515
F 0.936971 -2.960891 -0.014573 -0.50 0.79 0.07 -0.924
C -4.321029 -0.021611 3.013417 -1.46 1.70 0.78 -0.532
C -4.827789 -0.897711 1.878317 -1.42 0.91 1.12 -0.260
O -3.746999 -1.711051 1.647477 2.91 -0.62 -0.09 -0.288
C -2.632039 -1.051901 2.085517 0.89 0.08 -0.73 0.293
O -1.501959 -1.368621 1.832517 -0.56 -0.31 0.28 0.444
O -2.932739 0.064189 2.779637 0.28 -1.31 -0.63 -0.250
H -4.480669 -0.331011 4.046317 -0.12 -0.59 -0.16 0.359
H -4.715999 0.992249 2.948737 -0.10 -0.01 -0.10 0.312
H -5.018489 -0.257101 1.017297 -0.25 -0.20 -0.21 0.189
H -5.669369 -1.538331 2.141857 -0.13 0.36 -0.11 0.322
C -3.262919 2.647739 0.258827 0.10 0.81 3.26 0.511
C -3.592299 2.378409 -1.095503 0.04 0.39 -2.11 0.520
O -4.508439 3.430289 -1.389023 -2.08 1.02 -0.16 -0.403
C -5.186539 3.818719 -0.219743 -0.49 1.87 -0.61 0.603
O -6.106559 4.631439 -0.077323 2.66 -2.82 -1.10 -0.587
O -4.532779 3.236429 0.768987 0.86 -0.95 1.48 -0.419
H -2.480739 3.403939 0.325537 -0.22 0.20 0.18 -0.124
H -2.905539 1.802739 0.847347 -0.44 0.09 0.13 -0.173
H -4.046969 1.401959 -1.262603 0.11 0.00 -0.33 0.129
H -2.676019 2.608419 -1.639223 -0.29 -0.78 -0.70 -0.272
C -0.432469 -4.702631 1.941557 0.49 1.44 1.72 0.724
C 0.436101 -3.987201 3.022337 0.01 -0.25 0.07 0.360
O -0.431159 -3.901421 4.185137 -0.27 0.66 0.01 -0.340
C -1.522499 -4.631291 4.011487 -1.34 -2.04 0.92 0.645
O -2.435929 -4.793831 4.830387 2.53 0.69 -2.65 -0.611
O -1.372089 -5.342251 2.822597 -1.39 0.11 0.59 -0.462
H 0.134581 -5.431181 1.362107 -0.29 0.12 0.10 0.496
H -0.935629 -3.949411 1.335267 0.16 -0.37 -0.08 -0.825
H 0.756981 -2.959571 2.851717 -0.02 -0.40 -0.67 -0.657
H 1.263501 -4.624151 3.335087 0.19 0.13 -0.15 0.436
C 1.813381 3.572649 -0.333313 -1.43 -2.90 1.32 0.633
C 0.734671 4.321669 0.439117 -0.30 -2.58 -1.25 0.267
O 0.916811 5.577789 -0.230973 -5.10 -0.41 2.10 -0.329
C 2.156351 5.711279 -0.391083 4.42 3.00 -1.99 0.586
O 2.666441 6.785519 -0.646963 0.09 -1.56 0.49 -0.638
O 2.777001 4.514759 -0.361853 2.96 2.33 -0.35 -0.357
H 1.545531 3.243599 -1.337353 -0.40 0.24 -0.06 -0.119
H 2.186301 2.685579 0.178687 -0.08 0.00 0.07 -0.115
H 0.934531 4.287259 1.510087 0.24 0.84 0.02 0.312
H -0.198719 3.778549 0.291187 -0.37 0.82 -0.32 -0.279
C 6.863101 0.670179 0.598957 -0.41 -0.91 0.45 -0.324
C 6.517631 -0.526861 1.516657 0.46 0.31 -0.64 -0.345
O 5.101591 -0.680091 1.301787 0.54 -1.21 1.84 -0.273
C 4.606371 0.324899 0.639727 -4.26 1.21 -1.96 0.394
O 3.396191 0.458309 0.334997 4.09 -0.30 1.18 -0.343
O 5.569991 1.168529 0.266587 -0.09 0.62 -0.66 -0.321
H 7.394531 0.299499 -0.277553 0.05 0.69 -0.14 0.255
H 7.343971 1.453289 1.185147 0.40 -0.13 -0.54 0.305
H 6.892981 -0.204161 2.487777 -1.11 -0.55 0.64 0.238
H 6.941671 -1.502131 1.277637 0.23 0.31 -0.18 0.302
C 0.781941 1.213919 3.710097 0.54 0.45 -0.68 -0.746
C 1.404261 -0.071791 3.360387 -0.13 -1.99 -0.67 0.624
O 1.317531 -0.496531 2.205437 0.47 0.38 1.70 -0.863
C 2.015271 -0.928941 4.450877 -0.43 0.37 -0.38 -0.995
H -0.274929 1.043409 3.915187 -0.05 0.09 0.00 0.233
H 0.914801 1.713329 2.750387 -0.55 0.85 0.25 -0.080
H 1.276871 1.720759 4.538507 -0.14 0.01 -0.06 0.447
H 1.753801 -1.969821 4.260327 0.16 0.12 0.16 0.124
H 1.599361 -0.582731 5.397057 0.25 -0.23 0.14 0.412
H 3.100341 -0.825491 4.445307 0.02 0.04 0.06 0.291
C -1.839589 -2.395231 -3.197603 0.67 0.23 1.84 -1.251
C -1.750159 -2.426091 -1.694153 -0.96 -0.41 1.74 0.931
O -1.534879 -1.394571 -1.058163 -0.40 -1.02 -1.13 -0.321
C -2.066619 -3.744551 -0.961183 -0.04 -0.09 -1.30 -1.357
H -2.701409 -3.002851 -3.473573 0.14 0.44 -0.55 0.537
H -0.887949 -2.825851 -3.509123 -0.17 -0.21 -0.49 0.281
H -1.815969 -1.313371 -3.328523 -0.53 -0.21 -1.06 0.048
H -2.579649 -4.440181 -1.625263 -0.19 0.17 -0.34 0.569
H -2.727689 -3.652381 -0.099443 0.54 0.41 0.21 0.176
H -1.132329 -4.273511 -0.773013 0.20 0.42 0.52 0.279
C -1.878149 1.918729 -5.151893 -1.38 0.76 0.33 -0.883
C -0.510609 2.231339 -4.766973 2.63 -0.43 0.91 0.472
O 0.381241 2.410439 -5.592343 -1.18 0.01 0.95 -0.628
C -0.195149 2.119919 -3.267593 0.40 0.11 -0.47 -0.290
H -2.577659 1.915009 -4.315963 0.27 -0.47 0.31 0.144
H -1.782479 0.921539 -5.581493 -0.70 0.25 -0.68 0.216
H -2.259799 2.774869 -5.708183 0.02 -0.64 -1.13 0.375
H -0.295889 3.108619 -2.819893 0.09 0.14 0.05 0.581
H 0.826911 1.762339 -3.142623 0.04 0.27 0.04 0.108
H -0.834349 1.456469 -2.685053 -0.20 -0.06 -0.24 -0.144
C 3.208721 -2.005161 -2.940613 -0.02 0.11 0.00 -1.384
C 1.975711 -1.166191 -2.989863 -2.12 0.78 2.32 0.962
O 1.532791 -0.634851 -1.958453 0.85 -0.61 -1.20 -0.055
C 1.127741 -1.032801 -4.218963 0.34 -0.49 -0.92 -0.992
H 3.116781 -2.871971 -3.595043 0.14 0.12 -0.08 0.405
H 3.372891 -2.330941 -1.913463 -0.08 0.09 -0.04 0.268
H 4.040621 -1.375191 -3.255543 0.20 -0.12 -0.15 0.330
H 1.482851 -0.226551 -4.860813 0.14 0.12 -0.03 0.362
H 0.065981 -0.868761 -4.034973 0.42 0.24 0.44 -0.227
H 1.202561 -1.951701 -4.800453 0.09 -0.03 -0.21 0.471
```
Positions in Å, forces in eV/Å.

---

Molecular formula: C27H44CrN3P3Se
Method: DFT, ωB97M-V/def2-TZVPD

Values from the calculation:
- Multiplicity: 4
- Energy: -5688.38348 Eh
- Kohn-Sham gap (alpha / beta): 3.2665 / 4.3185 eV
- LUMO (alpha / beta): -0.4311 / -0.3925 Eh
- Charge: +3

Structure (XYZ):
```
79
Properties=species:S:1:pos:R:3:forces:R:3:mulliken_charge:R:1
Cr 0.438248 -0.702993 -0.868116 -0.30 2.89 0.37 -0.220
P -1.015069 -2.338956 -0.299067 -1.76 -2.69 0.70 1.173
P 2.076857 -0.755381 0.807641 1.23 0.07 2.09 1.185
P 1.690567 -1.647098 -2.462834 1.67 -1.60 -1.84 0.750
H -2.455098 4.157944 -6.930897 -0.12 -0.33 -0.42 0.381
C -2.463728 3.224554 -7.510316 -0.60 -0.18 -0.35 -0.715
C -3.493021 2.368147 -7.468358 0.65 0.49 -0.10 -0.530
H -4.393228 2.585496 -6.893964 0.19 -0.05 -0.10 0.333
C -2.523439 -1.716691 0.502178 0.11 0.64 0.17 -1.146
C -0.451767 -3.630236 0.859873 0.41 0.02 -0.04 -1.237
C -1.725760 -3.234592 -1.722576 0.33 0.16 -0.38 -1.254
C 3.128711 0.728602 0.737846 -0.02 0.11 -0.65 -1.301
C 1.458800 -0.607283 2.527890 -0.59 -0.09 -0.01 -1.109
C 3.189224 -2.191329 1.004380 -0.05 -0.15 -0.52 -1.328
C 0.774475 -1.481212 -4.018100 -0.52 0.26 0.07 -0.831
C 2.095306 -3.414756 -2.283684 -0.16 -0.06 0.28 -1.122
C 3.294025 -0.846705 -2.771540 0.00 0.46 0.39 -1.078
H -1.577938 3.023094 -8.129487 -0.54 0.09 0.17 0.356
H -3.446507 1.413754 -7.991440 -0.15 0.28 -0.07 0.285
H -2.851952 -0.789025 0.018786 -0.18 -0.22 0.13 0.431
H -2.312025 -1.503103 1.555213 -0.13 0.01 -0.16 0.189
H -3.324795 -2.465832 0.433882 0.30 0.12 -0.04 0.502
H -0.269800 -3.195690 1.853283 -0.11 -0.14 -0.28 0.328
H 0.481977 -4.086483 0.504371 -0.29 -0.02 0.08 0.329
H -1.229409 -4.405414 0.940901 0.22 0.26 -0.03 0.497
H -2.194647 -2.512470 -2.405695 -0.02 -0.22 0.15 0.403
H -2.488823 -3.937949 -1.356765 0.25 0.22 -0.08 0.527
H -0.953848 -3.779404 -2.278099 -0.26 0.01 0.12 0.341
H 3.813439 0.731000 1.595304 -0.17 -0.09 -0.14 0.461
H 2.490818 1.621629 0.771390 0.19 -0.20 0.09 0.393
H 3.710566 0.750324 -0.188380 0.02 0.09 0.16 0.381
H 2.271687 -0.847058 3.225683 0.00 -0.02 -0.34 0.519
H 0.631685 -1.300684 2.714836 0.15 0.19 0.05 0.151
H 1.118884 0.409701 2.742362 -0.09 -0.14 -0.18 0.457
H 3.823189 -2.013970 1.883014 -0.17 0.03 -0.21 0.541
H 3.834436 -2.338914 0.132833 -0.05 0.01 0.15 0.412
H 2.601117 -3.103070 1.170128 0.15 0.20 0.02 0.381
H 1.298865 -2.006602 -4.826998 -0.04 0.09 0.21 0.500
H 0.663323 -0.417514 -4.273004 0.08 -0.19 -0.01 0.162
H -0.232354 -1.904612 -3.906562 0.22 0.01 -0.15 0.321
H 2.728335 -3.728839 -3.125320 -0.18 0.10 0.18 0.507
H 1.182473 -4.023042 -2.272264 0.26 0.10 -0.07 0.310
H 2.637134 -3.587099 -1.344432 -0.09 0.02 -0.30 0.300
H 3.801305 -1.338783 -3.613251 -0.23 0.06 0.18 0.500
H 3.938831 -0.902869 -1.884237 -0.10 -0.06 -0.27 0.359
H 3.132140 0.212030 -3.013035 0.08 -0.20 -0.03 0.305
C -0.330393 2.091261 -2.853918 0.46 -0.38 -0.40 0.900
C -1.475054 1.796500 -3.591190 0.25 -0.06 0.03 -0.380
C -1.438498 2.047464 -4.963175 0.18 0.13 0.17 -0.175
C -0.311434 2.613555 -5.572480 0.16 -0.08 0.36 -0.117
C 0.833965 2.874772 -4.814452 -0.41 -0.08 -0.16 -0.950
C 0.826597 2.594679 -3.451513 0.09 -0.07 0.18 -0.741
Se -0.211182 1.792054 -0.928447 -0.74 -0.31 -0.04 -0.396
H -1.350411 0.770437 -0.911461 0.26 0.73 0.09 0.011
H -2.375468 1.394904 -3.126970 0.16 0.15 -0.10 0.514
H -2.317012 1.853621 -5.568183 0.18 -0.02 0.18 0.168
H -0.320940 2.874971 -6.634795 0.00 -0.29 0.57 0.179
H 1.710665 3.301966 -5.297008 -0.12 -0.08 0.22 0.423
H 1.715601 2.778445 -2.856050 -0.03 0.11 -0.03 0.462
N 0.389153 0.755597 11.006536 -0.86 0.36 -2.65 -0.412
C 0.045348 0.888535 9.894288 0.80 -0.61 2.29 -0.093
C -0.327383 1.021302 8.506232 -0.25 0.48 -0.44 0.350
C -1.204683 2.046271 8.124457 -0.04 0.28 -0.15 -0.796
C -1.444390 2.295967 6.771659 -0.02 -0.23 0.07 -0.558
C -0.922622 1.422648 5.809337 -0.04 -0.02 1.19 0.956
C -0.131728 0.331307 6.174732 0.28 0.35 0.43 0.123
C 0.213381 0.192263 7.518422 -0.11 -0.37 0.17 -0.884
N -1.243893 1.623261 4.459123 -0.19 -0.13 -1.77 0.213
C -1.482558 0.607725 3.549749 -0.44 0.59 -0.58 -0.622
C -1.683373 1.223546 2.326941 0.64 0.39 0.91 -0.378
N -1.506621 2.586280 2.469551 -0.17 0.19 0.22 -0.593
C -1.283959 2.816063 3.751812 0.03 -1.68 -0.46 -0.217
H -1.705391 2.648529 8.888810 0.37 -0.11 -0.32 0.451
H -2.055813 3.151072 6.453903 0.15 -0.53 0.26 0.390
H 0.281961 -0.365622 5.434062 -0.23 0.40 0.31 0.197
H 0.879648 -0.600005 7.839139 -0.01 0.02 -0.13 0.428
H -1.596686 -0.431279 3.819615 0.04 0.17 0.32 0.713
H -1.959991 0.779177 1.368839 0.01 0.23 0.49 0.327
H -1.120056 3.752132 4.259074 0.04 0.14 -0.23 0.407
```
Positions in Å, forces in eV/Å.